This record from OMol25 describes C31H40AsAuN2O2PSSi as an isolated structure. The level of theory is ωB97M-V with the def2-TZVPD basis set.

Element x y z (Å)
Au -0.779 0.892 0.156
C -2.639 3.461 -4.669
C 2.203 0.025 1.705
H -0.801 -2.512 3.379
H 1.316 -4.239 2.407
H 2.416 2.438 -1.580
H -4.642 0.872 -0.117
H -4.250 -2.145 -0.481
H 1.015 -0.556 4.697
C -1.656 3.078 -2.513
H -3.329 4.005 -5.302
C -3.383 -1.849 0.110
H 5.522 -0.712 1.390
C -0.018 -0.236 4.741
H 2.684 -3.549 1.541
C -2.645 0.518 4.533
H -3.676 0.822 4.429
H 4.226 -1.432 -1.505
H 1.127 3.549 -2.006
C -4.083 0.840 -1.050
C 0.334 -2.752 -0.431
H 2.687 0.328 -0.845
C 1.311 -0.016 -2.482
H 0.133 -0.701 -4.168
C -1.794 0.590 3.426
N 0.913 -0.471 1.410
H -1.819 -0.439 -3.238
H -0.384 -0.620 6.801
C -1.008 -2.556 2.307
C 1.208 3.134 0.076
H 5.748 1.470 2.558
H -2.790 0.058 6.607
O 0.203 2.615 0.749
H 3.744 -2.848 -3.485
H -0.169 -2.003 -1.049
H 1.678 -2.464 -4.792
C -2.138 0.099 5.744
N -0.526 0.201 3.575
H -3.725 1.836 -1.295
O 1.949 3.972 0.516
C 3.333 -1.269 -2.093
C 1.375 2.690 -1.382
H 3.682 2.721 3.156
H -1.582 3.327 -1.458
H -2.678 -2.673 0.178
C 3.060 -2.060 -3.198
H -4.720 0.472 -1.854
S -2.345 1.293 1.939
C -2.350 -1.122 -2.586
C 3.385 -0.649 1.356
C -0.946 1.768 -4.408
C -1.841 2.465 -5.209
C 3.617 1.758 2.666
H 0.070 0.041 2.677
C 2.359 1.245 2.369
H -0.298 1.039 -4.868
H -1.841 -1.878 2.122
Si 0.576 -2.169 1.345
C -2.537 3.776 -3.320
C 1.902 -1.845 -3.934
P 0.284 1.316 -1.861
C -0.797 -0.278 5.864
H -1.814 -2.066 -2.511
C 1.824 -3.301 2.161
C 4.771 1.066 2.328
H 2.208 -2.878 3.093
C 1.028 -0.829 -3.581
As -2.593 -0.369 -0.825
H -1.341 -3.578 2.101
H -3.141 4.568 -2.896
H 1.308 -2.917 -0.899
H -1.899 2.236 -6.265
H 3.311 -1.583 0.814
C -0.859 2.060 -3.049
C 2.460 -0.260 -1.726
H -3.701 -1.535 1.100
C 4.640 -0.148 1.670
H 1.495 1.846 2.623
H -3.346 -1.293 -2.994
H -0.222 -3.692 -0.493

Output
* highest occupied orbital energy: -9.56 eV
* DFT total energy: -132400.202 eV
* net charge: +1
* relative energy (zero: lowest compared OMol25 entry of this formula, charge and spin): 29.3 kcal/mol
* molecular weight: 835.7 g/mol

And the Löwdin charges, in e, turn out to be: 0.68, -0.05, -0.39, 0.03, 0.04, 0.11, 0.03, 0.05, 0.14, -0.12, 0.12, -0.25, 0.10, -0.05, 0.03, -0.07, 0.11, 0.12, 0.11, -0.26, -0.17, 0.09, -0.34, 0.08, -0.66, -0.17, -0.01, 0.12, -0.18, -0.67, 0.10, 0.12, -0.26, 0.12, -0.03, 0.11, -0.02, 0.05, 0.01, 0.10, -0.06, -0.18, 0.11, 0.10, 0.02, -0.05, 0.05, 0.67, -0.24, -0.10, -0.08, -0.05, -0.07, 0.05, -0.07, 0.09, -0.02, 0.37, -0.06, -0.06, 0.98, -0.03, 0.04, -0.17, -0.10, 0.04, -0.10, 1.00, 0.05, 0.12, 0.02, 0.12, 0.08, -0.36, -0.10, 0.03, -0.08, 0.10, 0.05, 0.04

***

This record from OMol25 describes C31H40FN7O3S4SbTi as an isolated structure. The level of theory is ωB97M-V with the def2-TZVPD basis set.

Element x y z (Å)
H 6.158 -2.816 -5.438
C 4.319 0.006 -5.335
Ti -0.058 0.152 -0.403
S -0.325 2.578 0.026
C 1.660 0.314 -2.756
H 1.070 -1.701 3.755
H 8.097 -0.133 -3.815
H 0.781 -2.801 -1.100
H 1.567 2.653 2.929
C 3.682 -0.750 1.695
C -1.681 -2.064 0.930
H -3.045 -0.826 2.192
C -1.369 5.264 1.095
H 2.070 -0.462 4.541
C 1.258 -0.631 3.836
H 4.468 0.150 -6.394
O 1.516 0.129 -1.444
C -0.046 -2.979 -0.425
C 4.003 -0.411 -2.587
H -3.033 -3.410 1.901
H 9.762 0.475 -5.541
H 3.506 2.793 -6.569
C 7.740 0.063 -4.839
H 10.063 -1.718 -6.467
O -1.125 0.101 -2.041
H 3.887 -0.593 -1.529
H 0.008 -5.104 -0.625
S 0.705 -2.983 -3.786
C 1.562 2.264 -7.488
N -1.686 0.271 1.104
H -0.292 5.208 1.221
C 2.193 1.049 -6.886
C 5.391 -0.495 -4.574
H 0.356 -0.142 4.201
C 5.192 -0.677 -3.215
H 8.578 0.125 -6.831
C 0.573 0.716 -3.592
H -1.584 -1.552 -2.770
C 8.887 -0.112 -5.815
C 2.915 0.081 -3.344
H 2.206 0.140 -7.481
H -4.067 -4.730 -4.015
C 3.109 0.303 -4.740
S -2.202 3.929 1.971
C -0.489 -4.265 -0.160
C 2.424 2.089 2.563
C -1.577 -4.434 0.680
N 9.292 -1.564 -5.818
H 4.243 -0.680 2.626
Sb 1.770 0.170 1.925
H -0.001 1.246 -5.557
C -3.228 -2.849 -3.300
C 7.015 -2.203 -5.165
N 6.636 -0.802 -5.220
N -1.834 -2.491 -3.088
N 2.042 0.828 -5.475
H 2.850 2.621 1.714
H 1.034 2.932 -6.823
H 3.168 1.990 3.352
C 8.131 -2.466 -6.156
O -1.721 1.255 -3.854
H 4.228 -0.235 0.906
H 7.413 1.102 -4.872
H 3.657 2.047 -8.230
N -0.633 -1.901 0.096
H -1.745 6.178 1.551
C -3.245 -4.368 -3.403
H -3.594 -2.389 -4.222
C -2.229 -0.829 1.477
H 7.337 -2.517 -4.159
H -1.625 5.252 0.039
C 0.808 0.954 -4.905
S -1.656 -4.785 -4.182
F 6.236 -1.154 -2.475
H -3.836 -2.491 -2.470
H 3.568 -1.797 1.418
H 7.828 -2.216 -7.171
H 1.128 2.164 -8.472
C -0.915 -3.291 -3.628
N -2.165 1.413 1.664
H 9.631 -1.809 -4.885
C 3.054 2.190 -7.344
H 8.490 -3.493 -6.113
H -1.950 -5.425 0.904
C -2.184 -3.318 1.237
H -3.293 -4.836 -2.420
C -1.578 2.491 1.203
C -0.862 0.757 -3.162

Output
* highest occupied orbital energy (alpha / beta): -6.98 / -9.65 eV
* DFT total energy: -125076.946 eV
* net charge: +1
* relative energy (zero: lowest compared OMol25 entry of this formula, charge and spin): 0.0 kcal/mol
* molecular weight: 875.6 g/mol
* spin multiplicity: 3

And the Löwdin charges, in e, turn out to be: 0.15, 0.05, 0.63, 0.65, -0.28, 0.00, 0.13, 0.07, 0.00, -0.31, -0.25, 0.14, -0.43, 0.01, -0.31, 0.11, -0.25, -0.12, 0.07, 0.12, 0.14, 0.11, -0.15, 0.18, -0.21, 0.11, 0.12, 0.61, -0.08, -0.12, 0.02, -0.28, -0.20, 0.01, -0.21, 0.14, -0.06, 0.09, -0.09, -0.08, 0.16, 0.08, -0.12, 0.88, -0.03, -0.31, -0.04, 0.06, 0.01, 1.33, 0.14, -0.21, -0.15, -0.11, -0.04, 0.01, 0.01, 0.11, 0.01, -0.09, 0.09, 0.00, 0.15, 0.10, 0.02, 0.04, -0.43, 0.13, -0.05, 0.13, 0.03, 0.03, 0.91, 0.05, 0.12, 0.00, 0.14, 0.11, -1.17, -0.09, 0.18, -0.10, 0.14, 0.12, 0.00, 0.07, -1.07, -0.56

***

This record from OMol25 describes a single C31H40N4O4S molecule in a non-equilibrium geometry. The level of theory is ωB97M-V with the def2-TZVPD basis set.

Element x y z (Å)
C -1.019 1.205 0.833
C -0.224 -2.163 1.138
C 0.952 -1.296 0.980
C 0.775 4.269 -3.747
H 0.967 -0.671 -4.338
H -3.160 -0.131 3.074
O 1.306 -0.900 -0.131
C -1.734 -3.535 2.442
H 1.487 -4.240 4.884
C -0.998 -2.432 0.007
H -1.282 -2.923 4.960
H 3.985 4.383 -2.507
C -4.559 -1.214 1.070
H 0.020 -4.975 4.238
H 0.982 3.811 -4.717
S -3.271 -3.275 -1.284
H 2.781 0.075 0.341
H 3.417 3.417 -3.886
C -2.716 0.110 2.118
C 1.602 -0.966 2.229
O -4.229 -4.309 -1.021
C 3.107 3.897 -2.940
H 4.580 2.227 -1.804
C -1.573 0.883 2.062
H 1.808 5.473 -2.299
H -3.367 -4.396 1.347
C 0.405 -4.288 4.987
C -5.124 -1.643 -0.290
H 0.168 -4.677 5.974
H -0.133 1.818 0.779
H -5.811 -0.879 -0.671
H 0.021 3.706 -1.823
O -2.508 -3.316 -2.493
H 1.581 1.732 -4.548
C 1.689 1.224 -3.589
C 3.607 2.140 -1.308
C 0.745 0.029 -3.536
C -2.494 -3.763 1.318
N 3.258 0.396 1.181
O 3.158 0.349 3.448
H -0.679 -2.035 -0.944
C 3.736 2.565 0.165
H -0.291 0.347 -3.645
C 0.317 3.209 -2.750
H -5.324 -0.658 1.618
C -3.317 -0.368 0.958
H 2.413 5.670 -3.952
N -4.104 -1.833 -1.290
H -2.532 -0.931 -2.242
H 4.474 1.791 2.059
C -0.200 -2.897 4.817
C 2.037 4.946 -3.227
H 3.318 1.086 -1.350
N 0.103 -2.346 3.509
C -1.599 0.723 -0.324
H 2.717 0.861 -3.525
H 2.750 2.870 0.519
C -3.317 -0.650 -1.538
C 1.432 2.207 -2.424
C 4.253 1.431 1.051
H -1.161 0.952 -1.282
H -1.114 1.240 2.973
H 0.219 -2.224 5.568
H 0.851 -0.492 -2.586
H 5.168 1.008 0.620
C -0.615 -2.688 2.387
H -3.962 0.093 -2.026
H -5.663 -2.587 -0.208
C 2.748 -0.005 2.352
H 4.400 3.425 0.249
H 1.111 1.609 -1.562
N 2.601 2.946 -1.976
C -2.140 -3.181 0.108
H -4.319 -2.099 1.666
C -2.733 -0.078 -0.272
H -0.018 5.006 -3.893
H -0.551 2.677 -3.142
H -2.027 -4.005 3.367
C 1.148 -1.505 3.392
H 1.666 -1.233 4.303

Output
* SMILES string: CC[C@@H]1CCCCN1CCCNC(=O)c1cn(CC)c2ccc(S(=O)(=O)N3CCc4ccccc4C3)cc2c1=O
* highest occupied orbital energy: -8.03 eV
* DFT total energy: -57783.661 eV
* relative energy (zero: lowest compared OMol25 entry of this formula, charge and spin): 0.0 kcal/mol
* molecular weight: 564.8 g/mol

And the Löwdin charges, in e, turn out to be: -0.07, -0.04, -0.31, -0.20, 0.07, 0.12, 0.02, 0.01, 0.08, 0.02, 0.12, 0.12, -0.10, 0.07, 0.10, 0.68, 0.09, 0.12, -0.04, -0.02, -0.28, -0.20, 0.13, -0.07, 0.11, 0.12, -0.06, -0.17, 0.08, 0.11, 0.13, 0.12, -0.27, 0.10, -0.19, -0.19, -0.09, -0.05, 0.08, 0.04, 0.13, -0.15, 0.06, -0.15, 0.13, -0.17, 0.11, -0.23, 0.12, 0.12, -0.19, -0.18, 0.11, -0.03, -0.03, 0.11, 0.11, -0.13, -0.33, -0.17, 0.10, 0.11, 0.13, 0.05, 0.12, -0.12, 0.14, 0.12, -0.45, 0.11, 0.12, -0.15, -0.24, 0.10, -0.17, 0.11, 0.11, 0.11, 0.03, 0.15